Entry 1:
Density functional theory data (ωB97M-V with the def2-TZVPD basis set) for C33H28N5S3Tc as an isolated structure.

Properties
- E_tot (eV) = -76805.37039
- spin multiplicity = 4
- net charge = +3
- HOMO (spin up / spin down) (eV) = -14.94 / -14.81

```
70
Properties=species:S:1:pos:R:3:forces:R:3:nbo_charge:R:1
Tc 0.6682 1.7829 0.5725 -0.1 0.3 -0.2 0.6680
S 6.7760 -1.6996 -1.1134 0.0 0.0 0.0 0.5210
C 7.1607 -1.5954 -2.7643 0.0 0.0 0.0 -0.3508
C 6.1330 -1.0846 -3.5097 0.0 0.0 0.0 -0.2496
C 5.0129 -0.7648 -2.7191 0.0 0.0 0.0 -0.1876
C 5.2047 -1.0462 -1.3835 0.0 0.0 0.0 -0.2858
C 4.2596 -0.8723 -0.2981 0.1 -0.2 0.0 -0.0200
C 3.2616 0.1287 -0.3880 -0.2 0.1 0.2 0.1260
N 2.3596 0.3498 0.5437 0.2 0.0 -0.1 -0.4500
C 2.3869 -0.4107 1.6757 -0.1 0.0 0.0 0.0755
C 3.3452 -1.4163 1.8725 0.0 0.0 0.0 0.0587
C 3.3265 -2.1784 3.0921 0.0 0.0 0.0 -0.1541
C 2.4160 -1.9239 4.0522 0.0 0.0 0.0 -0.1646
C 1.4371 -0.8837 3.8796 -0.1 -0.1 0.2 -0.0904
C 0.5027 -0.5650 4.8573 0.2 -0.2 0.0 -0.0346
C -0.4088 0.4749 4.6564 -0.3 0.1 0.3 -0.1271
C -0.3526 1.1542 3.4153 0.1 0.0 -0.4 0.1569
N 0.5084 0.8530 2.4626 -0.3 0.1 0.3 -0.4224
C 1.4211 -0.1452 2.6819 0.1 0.0 -0.1 0.2909
C -1.3659 0.8485 5.6568 0.3 0.0 -0.7 -0.0839
C -1.4561 0.3637 6.9668 -0.3 -0.1 0.8 -0.1452
C -2.4982 0.9305 7.6876 0.6 -0.5 0.1 -0.1976
C -3.2131 1.8495 6.9365 -0.1 0.2 -0.4 -0.2140
S -2.6097 2.0207 5.3636 -0.2 0.3 -0.2 0.5201
C 4.2805 -1.6383 0.8572 0.1 0.0 0.0 -0.1539
H 8.1327 -1.9124 -3.1088 0.0 0.0 0.0 0.2705
H 6.1832 -0.9552 -4.5800 0.0 0.0 0.0 0.2524
H 4.0839 -0.3897 -3.1270 0.0 0.0 0.0 0.2174
H 3.2276 0.7702 -1.2601 0.0 0.0 0.0 0.2120
H 4.0661 -2.9569 3.2255 0.0 0.0 0.0 0.2520
H 2.4092 -2.4914 4.9734 0.0 0.0 0.0 0.2490
H 0.4961 -1.1324 5.7784 0.0 0.0 0.0 0.2424
H -1.0218 1.9771 3.2019 0.0 0.0 -0.1 0.2238
H -0.7782 -0.3670 7.3820 0.0 0.0 0.0 0.2570
H -2.7363 0.6963 8.7141 0.0 0.0 0.0 0.2810
H -4.0678 2.4277 7.2557 0.0 0.0 0.0 0.2843
H 5.0152 -2.4256 0.9763 0.0 0.0 0.0 0.2514
C -3.0118 3.4511 -1.8560 -0.1 -0.1 0.0 -0.4308
N -3.1875 3.0983 -0.4424 0.3 0.5 -0.1 -0.2720
C -3.8120 4.1457 0.3775 -0.1 0.0 0.0 -0.4165
C -2.5974 2.1008 0.1102 -0.5 -0.6 -0.1 0.2989
C -2.0375 0.9430 -0.6167 0.2 -0.1 0.0 -0.0947
C -2.9223 0.1663 -1.3607 0.0 0.0 -0.1 -0.2084
C -2.4709 -0.9940 -1.9736 0.0 0.0 0.0 -0.1851
C -1.1428 -1.3673 -1.8355 0.0 0.0 0.0 -0.1755
C -0.2674 -0.5854 -1.0899 -0.1 0.0 0.0 -0.2360
C -0.6868 0.5891 -0.4506 0.0 0.0 0.1 -0.2568
H -2.2838 4.2608 -1.9160 0.0 0.0 0.0 0.2235
H -3.9613 3.8014 -2.2539 0.0 0.0 0.0 0.2467
H -2.6738 2.5900 -2.4203 0.0 0.0 0.0 0.2404
H -4.6705 4.5479 -0.1539 0.0 0.0 0.0 0.2456
H -3.0885 4.9429 0.5489 0.0 0.0 0.0 0.2321
H -4.1396 3.7258 1.3242 0.0 0.0 0.0 0.2238
H -2.7846 1.9956 1.1728 0.2 0.1 0.1 0.2140
H -0.6959 2.7351 0.7261 -0.1 0.2 0.1 -0.1771
H -3.9635 0.4537 -1.4520 0.0 0.0 0.0 0.2293
H -3.1556 -1.6033 -2.5473 0.0 0.0 0.0 0.2470
H -0.7873 -2.2764 -2.3024 0.0 0.0 0.0 0.2396
H 0.7590 -0.9175 -1.0002 0.0 0.0 0.0 0.2098
S 2.0157 3.9350 1.0603 0.1 -0.1 -0.1 -0.0063
C 1.8652 3.9634 -0.6083 0.0 0.0 0.0 0.2632
N 2.3772 4.9168 -1.4273 0.0 0.1 0.0 -0.4876
C 2.2218 4.8874 -2.7671 0.0 0.0 -0.1 0.1366
C 1.5224 3.8636 -3.3414 0.0 0.1 0.0 -0.3181
C 1.0065 2.8863 -2.4878 0.0 0.0 0.1 0.1583
N 1.1738 2.9384 -1.1760 -0.1 -0.1 0.0 -0.4682
H 2.8997 5.6720 -0.9940 0.0 0.0 0.0 0.4618
H 2.6741 5.6963 -3.3246 0.0 0.0 0.0 0.2645
H 1.3832 3.8129 -4.4099 0.0 0.0 0.0 0.2773
H 0.4471 2.0370 -2.8646 0.0 0.0 0.0 0.2418
```
Positions in Å, forces in eV/Å.

=====

Entry 2:
Density functional theory data (ωB97M-V with the def2-TZVPD basis set) for C33H28N9O5S4Sc as an isolated structure.

Properties
- E_tot (eV) = -122369.85308
- spin multiplicity = 1
- HOMO (eV) = -7.61

```
80
Properties=species:S:1:pos:R:3:forces:R:3:lowdin_charge:R:1
Sc -0.2197 1.1210 -0.4953 -0.2 0.0 -0.4 0.6480
S -2.1223 3.1717 -4.1810 0.0 0.1 0.0 0.5372
C -1.3727 2.7044 -2.7867 0.0 0.0 -0.1 -1.7348
S 0.2983 2.1790 -2.7165 -0.2 0.0 0.2 0.5154
S -2.1843 2.6486 -1.2482 0.3 0.0 0.0 0.4985
O -5.1358 3.7182 5.5434 0.0 0.0 0.0 0.1216
C -3.8185 3.4999 5.3395 0.0 0.0 0.0 -0.4776
O -3.0117 3.9192 6.1179 0.0 0.0 0.0 0.1307
C -3.4400 2.7068 4.1239 0.0 0.0 0.0 -0.1276
C -2.1631 2.1514 4.1022 0.0 0.0 0.0 0.0151
C -1.7348 1.4224 3.0105 0.0 0.0 0.0 -0.0028
C -2.5962 1.2265 1.9361 0.0 0.0 -0.1 -0.2638
C -3.8578 1.8096 1.9269 0.0 0.0 0.0 -0.0106
C -4.2752 2.5466 3.0245 0.0 0.0 0.0 -0.0083
N -2.1374 0.4914 0.8118 0.0 0.0 0.0 0.0006
C -2.9112 -0.3669 0.2780 0.0 0.1 0.0 -0.0664
C -2.5240 -1.0345 -0.9673 -0.2 -0.1 0.1 -0.2507
C -3.3238 -2.0080 -1.5364 0.1 0.0 0.0 0.0127
C -2.9096 -2.6002 -2.7226 -0.1 0.0 0.0 -0.0233
C -1.7246 -2.1898 -3.2971 0.1 0.0 0.0 -0.0572
C -0.9895 -1.1911 -2.6668 0.0 0.0 0.0 -0.0933
N -1.3745 -0.6256 -1.5275 0.2 0.1 0.0 0.0440
H -5.6651 3.2300 4.9017 0.0 0.0 0.0 0.0937
H -1.5119 2.3163 4.9497 0.0 0.0 0.0 0.1285
H -0.7337 1.0151 2.9775 0.0 0.0 0.0 0.0881
H -4.4818 1.7383 1.0455 0.0 0.0 0.0 0.1189
H -5.2440 3.0303 2.9755 0.0 0.0 0.0 0.1194
H -3.8820 -0.6082 0.7122 0.0 0.0 0.0 0.1469
H -4.2542 -2.2872 -1.0604 0.0 0.0 0.0 0.1213
H -3.5194 -3.3553 -3.1994 0.0 0.0 0.0 0.1214
H -1.3689 -2.5909 -4.2359 0.0 0.0 0.0 0.0845
H -0.0725 -0.8151 -3.1033 0.0 0.0 0.0 0.0981
O 0.3878 -0.6312 0.8370 0.2 0.0 0.1 -0.0872
C 1.7960 -1.0121 0.9146 -0.1 0.0 0.1 -0.2744
C 2.5481 0.2138 0.3160 0.2 -0.1 0.0 -0.5846
O 3.6783 0.4805 0.6934 -0.1 0.0 0.0 0.0622
O 1.8857 0.8343 -0.5863 -0.4 0.1 0.1 -0.1628
C 2.1820 -1.2784 2.3582 0.0 0.0 -0.1 -0.1600
C 3.4918 -1.6551 2.6539 0.0 0.0 0.0 -0.0234
C 3.8652 -1.9233 3.9592 0.0 0.0 0.0 -0.0644
C 2.9380 -1.8293 4.9903 0.0 0.0 0.0 -0.0850
C 1.6333 -1.4715 4.7012 0.0 0.0 0.0 -0.0726
C 1.2582 -1.2006 3.3898 0.0 0.0 0.0 -0.0275
C 1.9665 -2.2389 0.0241 0.0 0.0 -0.1 -0.1305
C 2.2101 -2.1047 -1.3427 0.0 0.0 0.0 -0.0099
C 2.2350 -3.2230 -2.1615 0.0 0.0 0.0 -0.0639
C 2.0107 -4.4862 -1.6316 0.0 0.0 0.0 -0.0762
C 1.7709 -4.6270 -0.2735 0.0 0.0 0.0 -0.0666
C 1.7529 -3.5103 0.5511 0.0 0.0 0.0 -0.0153
H -0.1443 -1.4353 0.7809 0.0 0.0 0.0 0.1192
H 4.2189 -1.7337 1.8585 0.0 0.0 0.0 0.1245
H 4.8867 -2.2101 4.1731 0.0 0.0 0.0 0.1056
H 3.2337 -2.0376 6.0103 0.0 0.0 0.0 0.1026
H 0.8982 -1.4015 5.4927 0.0 0.0 0.0 0.1041
H 0.2332 -0.9324 3.1801 0.0 0.0 0.0 0.0931
H 2.3815 -1.1247 -1.7700 0.0 0.0 0.0 0.1186
H 2.4302 -3.1053 -3.2201 0.0 0.0 0.0 0.1025
H 2.0295 -5.3566 -2.2744 0.0 0.0 0.0 0.1054
H 1.6053 -5.6082 0.1518 0.0 0.0 0.0 0.1060
H 1.5828 -3.6329 1.6136 0.0 0.0 0.0 0.1225
S -2.5721 -0.5921 -6.0568 0.0 0.0 0.0 0.6066
C -0.9337 -0.3579 -5.9567 0.0 0.0 0.1 -0.8891
N -0.4303 0.9194 -5.8234 0.1 0.1 0.0 0.0440
C 0.8748 1.2105 -5.8287 0.1 -0.1 0.0 -0.1148
C 1.7909 0.2075 -5.9635 -0.1 0.0 0.0 -0.0512
C 1.2566 -1.0917 -5.9779 0.0 0.0 0.0 -0.1382
N -0.0220 -1.3798 -5.9548 0.0 0.0 -0.1 0.0498
H -1.0875 1.6800 -5.5992 -0.1 -0.1 0.0 0.0086
H 1.1287 2.2528 -5.6980 0.0 0.0 0.0 0.1210
H 2.8503 0.4035 -5.9830 0.0 0.0 0.0 0.1013
H 1.9277 -1.9473 -5.9889 0.0 0.0 0.0 0.1084
N 3.5279 3.0235 2.2157 -0.1 0.0 0.0 0.1606
N 2.2988 3.2000 1.6104 0.1 0.0 0.1 -0.2460
N 1.9980 4.2469 0.8652 -0.1 -0.1 0.0 0.1674
C 0.7727 3.9395 0.4724 0.0 0.1 -0.1 -0.1721
N 0.3754 2.7581 0.9688 0.2 0.1 0.2 -0.0535
N 1.3762 2.3148 1.7184 -0.1 -0.1 0.2 0.1063
H 4.0987 3.7991 1.8999 0.0 0.0 0.0 0.1047
H 3.8919 2.1390 1.8458 0.0 0.0 0.0 0.0794
H 0.1726 4.5419 -0.1878 0.0 0.0 0.0 0.1165
```
Positions in Å, forces in eV/Å.

=====

Entry 3:
Density functional theory data (ωB97M-V with the def2-TZVPD basis set) for C33H28N9O6S2Sc as an isolated structure.

Properties
- E_tot (eV) = -102742.36533
- spin multiplicity = 1
- HOMO (eV) = -7.21

```
79
Properties=species:S:1:pos:R:3:forces:R:3:lowdin_charge:R:1
Sc 1.0005 -0.3877 -1.5701 0.1 0.7 0.0 0.8760
O -0.9262 -2.2216 -1.5282 0.0 0.0 -0.2 0.0708
C -0.7696 -3.4247 -0.9146 0.0 0.0 0.0 -0.1965
C 0.4377 -4.0678 -0.7094 0.1 0.0 0.0 0.0311
C 0.3518 -5.2558 -0.0164 0.0 0.0 0.0 -0.0352
C -0.8752 -5.7698 0.4428 0.0 0.0 0.0 -0.0631
C -2.0609 -5.1132 0.2128 0.0 0.0 0.0 -0.0037
C -1.9983 -3.9075 -0.4908 0.0 0.0 0.0 -0.1358
C -2.9275 -2.9198 -0.9037 -0.1 0.0 0.0 0.1022
N -2.2811 -1.9607 -1.5035 0.0 0.0 0.1 -0.0565
N -2.7991 -0.9689 -2.2582 0.0 0.0 0.0 0.1815
C -2.0630 0.1268 -2.3894 0.0 0.0 0.3 -0.3974
O -0.9643 0.3897 -1.8403 0.0 -0.2 0.0 -0.0641
C -2.6491 1.1536 -3.2950 0.0 0.0 0.0 -0.1583
C -4.0026 1.4654 -3.2773 -0.1 0.0 0.0 -0.0301
C -4.4894 2.4595 -4.1133 0.0 0.0 0.0 -0.0781
C -3.6300 3.1200 -4.9817 0.0 0.0 0.0 -0.0833
C -2.2803 2.7927 -5.0091 0.0 0.0 0.0 -0.0714
C -1.7843 1.8176 -4.1577 0.0 0.0 0.0 -0.0174
H 1.3654 -3.6638 -1.0913 0.0 0.0 0.0 0.1180
H 1.2579 -5.8146 0.1797 0.0 0.0 0.0 0.1131
H -0.8790 -6.7053 0.9864 0.0 0.0 0.0 0.1064
H -3.0032 -5.5074 0.5684 0.0 0.0 0.0 0.1191
H -4.0004 -2.8564 -0.8327 0.0 0.0 0.0 0.1599
H -4.6642 0.9314 -2.6069 0.0 0.0 0.0 0.1127
H -5.5410 2.7155 -4.0918 0.0 0.0 0.0 0.1026
H -4.0144 3.8872 -5.6424 0.0 0.0 0.0 0.1021
H -1.6140 3.2962 -5.6986 0.0 0.0 0.0 0.1034
H -0.7352 1.5451 -4.1624 0.0 0.0 0.0 0.1174
N 2.1324 -0.7980 7.1288 0.0 0.0 0.0 0.0938
C 1.5832 -0.8166 5.8523 0.0 0.0 0.0 -0.3209
C 1.8390 0.2269 4.9569 0.0 0.0 0.0 -0.0203
C 1.2531 0.2353 3.7070 0.0 0.0 0.0 -0.0733
C 0.4064 -0.8006 3.3372 0.1 0.0 0.0 -0.3120
C 0.1583 -1.8518 4.2024 -0.1 0.0 0.0 -0.0604
C 0.7341 -1.8545 5.4596 0.0 0.0 0.0 -0.0302
S -0.3258 -0.7744 1.7414 0.0 -0.1 0.2 0.6267
O -1.0851 0.4446 1.6207 -0.1 0.0 -0.1 -0.2886
O -1.0617 -2.0094 1.5754 0.0 -0.1 0.0 -0.2906
N 0.8679 -0.6608 0.6583 -0.2 0.1 0.3 -0.1388
C 2.0740 -1.2624 0.7678 -0.1 -0.2 0.3 -0.4762
N 2.3808 -2.1325 1.7418 0.2 0.0 -0.1 0.1566
C 3.5938 -2.6631 1.6839 -0.1 0.0 0.0 -0.1136
C 4.4994 -2.4022 0.6642 0.0 0.0 0.0 -0.0533
C 4.0748 -1.5260 -0.3159 0.0 0.1 -0.1 -0.1003
N 2.8925 -0.9284 -0.2594 0.0 -0.1 0.0 0.0686
H 2.9592 -0.2361 7.2424 0.0 0.0 0.0 0.0867
H 2.1939 -1.6874 7.5947 0.0 0.0 0.0 0.0857
H 2.5075 1.0311 5.2458 0.0 0.0 0.0 0.1135
H 1.4849 1.0267 3.0014 -0.1 0.1 0.1 0.0357
H -0.4822 -2.6637 3.8818 0.0 0.0 0.0 0.1112
H 0.5313 -2.6682 6.1472 0.0 0.0 0.0 0.1082
H 3.8485 -3.3518 2.4849 0.0 0.0 0.0 0.1118
H 5.4730 -2.8677 0.6280 0.0 0.0 0.0 0.0973
H 4.6933 -1.2843 -1.1722 0.0 0.0 0.0 0.1236
C -0.8029 3.4164 3.1159 0.0 0.0 -0.1 -0.0330
N -0.7563 3.2717 1.6767 0.0 0.0 0.0 -0.1285
C -1.8801 3.2601 0.8686 0.0 0.0 0.2 -0.0468
C -1.4765 3.0666 -0.3885 0.1 -0.1 -0.2 -0.0447
N -0.0881 2.9217 -0.3508 0.0 -0.1 0.2 0.0051
C 0.3707 3.0518 0.9454 -0.3 0.1 0.0 -0.7484
S 1.9501 3.0611 1.4898 0.0 0.1 -0.1 0.6194
C 0.6958 2.9289 -1.5223 0.0 0.0 -0.1 -0.2852
C 0.3870 3.8692 -2.4939 0.1 0.1 0.0 0.0085
C 1.0904 3.8466 -3.6838 0.0 0.0 0.0 -0.0516
C 2.0890 2.9059 -3.8514 0.1 0.1 0.0 -0.0384
C 2.3362 2.0235 -2.8178 0.1 0.0 0.2 -0.1197
N 1.6457 2.0085 -1.6682 -0.3 -0.2 -0.4 0.0982
H -1.4326 4.2671 3.3734 0.0 0.0 0.0 0.0912
H 0.2089 3.5913 3.4700 0.0 0.0 0.0 0.0538
H -1.2008 2.5092 3.5695 0.0 -0.1 0.0 0.0922
H -2.8718 3.3456 1.2766 0.0 0.0 0.0 0.1290
H -2.0332 2.9325 -1.2992 0.0 0.0 0.0 0.1183
H -0.3871 4.6008 -2.3114 0.0 0.0 0.0 0.1243
H 0.8545 4.5544 -4.4678 0.0 0.0 0.0 0.1142
H 2.6671 2.8421 -4.7623 0.0 0.0 0.0 0.1140
H 3.1037 1.2701 -2.9229 0.0 -0.1 0.0 0.1147
O 1.5341 -1.8288 -2.6799 0.0 -0.5 0.0 -0.3852
O 1.3087 -0.5969 -3.4474 0.2 0.2 -0.3 -0.3672
```
Positions in Å, forces in eV/Å.

=====

Entry 4:
Density functional theory data (ωB97M-V with the def2-TZVPD basis set) for C33H28NO5PSiV as an isolated structure in a non-equilibrium geometry.

Properties
- E_tot (eV) = -89248.71447
- spin multiplicity = 2
- HOMO (spin up / spin down) (eV) = -7.24 / -7.20

```
70
Properties=species:S:1:pos:R:3:forces:R:3:nbo_charge:R:1
V 0.0915 0.9658 -1.0067 -1.1 0.6 -1.3 0.9892
O -0.2885 1.3930 -3.6428 1.7 -2.6 -5.9 -0.5151
N 0.4219 0.3956 -2.9656 -0.2 1.0 -2.8 -0.2178
C 0.9871 -0.3829 -3.8316 0.1 -0.2 1.2 0.1213
C 1.8115 -1.5470 -3.4391 -0.1 0.2 -0.2 -0.0261
C 2.3195 -2.3224 -4.4952 0.2 -0.3 0.4 -0.1900
C 3.0959 -3.4492 -4.2318 -0.1 0.2 0.0 -0.1947
C 3.3666 -3.8078 -2.9168 -0.2 0.3 0.2 -0.1884
C 2.8630 -3.0399 -1.8632 -0.2 0.2 -0.3 -0.1584
C 2.0791 -1.8928 -2.0988 0.3 -0.7 -0.4 -0.3290
P 1.4320 -0.9054 -0.6933 1.5 -2.0 0.0 1.0196
C 2.9789 -0.4555 0.1372 0.8 0.4 0.3 -0.3530
C 3.5771 0.7547 -0.2675 0.0 -0.2 0.3 -0.1970
C 4.7820 1.1930 0.2863 -0.3 -0.1 -0.2 -0.1889
C 5.4124 0.4303 1.2615 -0.1 -0.2 0.0 -0.1941
C 4.8424 -0.7729 1.6729 -0.2 0.1 -0.3 -0.2151
C 3.6399 -1.2152 1.1083 0.2 0.0 0.1 -0.1332
C 0.5089 -2.1276 0.2784 0.3 -1.2 0.0 -0.4800
C 0.4731 -2.1215 1.6789 1.6 -1.7 0.0 -0.1067
C -0.3097 -3.0412 2.3878 0.0 -1.1 -0.5 -0.1946
C -1.1035 -3.9607 1.7065 0.5 0.5 0.5 -0.1491
C -1.1213 -3.9564 0.3177 0.5 0.4 -0.8 -0.2303
C -0.3285 -3.0458 -0.3858 -0.2 -0.7 0.0 -0.1600
H -0.6828 1.8977 -2.9068 -0.5 0.2 -2.9 0.3947
H 0.8611 -0.1977 -4.9139 -0.1 0.1 0.8 0.2271
H 2.1125 -2.0576 -5.5291 -0.1 0.1 0.2 0.2195
H 3.4872 -4.0470 -5.0513 -0.1 0.1 0.1 0.2247
H 3.9703 -4.6869 -2.7035 -0.1 0.2 0.0 0.2253
H 3.0884 -3.3557 -0.8471 -0.1 0.2 -0.1 0.2279
H 3.1059 1.3692 -1.0344 0.0 -0.1 0.0 0.1961
H 5.2231 2.1279 -0.0502 -0.1 -0.2 0.1 0.2218
H 6.3491 0.7688 1.6962 -0.2 -0.1 0.0 0.2216
H 5.3375 -1.3737 2.4309 -0.1 0.1 -0.1 0.2219
H 3.2417 -2.1712 1.4370 -0.1 0.2 -0.1 0.2199
H 1.0395 -1.3858 2.2455 0.6 -0.9 -0.3 0.2485
H -0.3130 -3.0244 3.4743 0.0 0.1 -0.2 0.2236
H -1.7232 -4.6634 2.2570 0.1 0.1 -0.1 0.2164
H -1.7618 -4.6470 -0.2250 0.1 0.2 0.1 0.2192
H -0.3956 -3.0474 -1.4724 0.1 0.0 0.1 0.2146
O -2.5352 -1.3682 0.6781 3.3 2.9 -2.1 -0.6065
C -1.6062 -0.5927 0.2515 -3.9 -3.9 2.8 0.6496
O -1.4786 -0.1494 -0.9459 1.1 0.6 -0.3 -0.6922
C -0.5293 -0.1472 1.2890 -1.7 -1.5 4.7 0.7923
O -0.6592 -0.5920 2.4855 0.7 2.8 -4.0 -0.6717
O 0.4009 0.6283 0.8649 -0.1 -0.2 1.1 -0.7606
C -1.8205 1.3642 4.7424 -0.3 -0.3 -0.5 -0.2070
C -2.3762 0.6378 3.6925 -0.6 0.9 0.5 -0.1727
C -2.1711 1.0443 2.3715 -1.3 1.9 0.7 -0.1514
C -1.4057 2.1880 2.0816 -0.3 0.4 0.4 -0.5393
C -0.8536 2.9103 3.1545 -0.1 -0.3 0.5 -0.1334
C -1.0606 2.4998 4.4741 0.2 0.3 -0.4 -0.2569
Si -1.1150 2.7356 0.3127 -0.6 0.2 -0.3 1.0810
C -2.8320 3.0282 -0.3785 -0.3 0.0 -0.6 -0.4939
C -3.2847 2.3083 -1.4987 -0.5 0.4 0.0 -0.1273
C -4.5639 2.5250 -2.0174 0.1 0.1 0.2 -0.2337
C -5.4090 3.4615 -1.4273 0.1 -0.1 0.0 -0.2103
C -4.9769 4.1834 -0.3178 0.3 -0.1 0.1 -0.2045
C -3.6982 3.9708 0.2033 -0.2 -0.2 -0.2 -0.1918
H -1.9823 1.0474 5.7690 0.0 0.0 -0.1 0.2069
H -2.9743 -0.2457 3.9001 0.2 0.1 -0.1 0.2168
H -2.6275 0.4596 1.5739 -0.4 0.7 0.8 0.2394
H -0.2558 3.8034 2.9772 -0.1 -0.2 -0.1 0.1969
H -0.6283 3.0693 5.2925 -0.1 0.0 -0.1 0.2055
H -0.3369 3.9830 0.2852 0.2 0.3 0.2 -0.1718
H -2.6503 1.5689 -1.9849 -0.3 0.2 0.2 0.1995
H -4.9008 1.9615 -2.8835 0.0 0.1 0.1 0.2099
H -6.4039 3.6283 -1.8307 0.1 0.0 0.1 0.2101
H -5.6352 4.9130 0.1463 0.1 -0.1 -0.1 0.2095
H -3.3903 4.5468 1.0753 0.0 -0.2 -0.1 0.2130
H -0.7104 2.0344 -2.1408 -0.4 2.1 8.8 -0.2370
```
Positions in Å, forces in eV/Å.